# 1
The following is a quantum chemistry calculation of C20H21AlF4NO3P as an isolated structure in a non-equilibrium geometry, from the Open Molecules 2025 dataset.

```
51
Properties=species:S:1:pos:R:3:forces:R:3:lowdin_charge:R:1
C 0.41370 4.93219 1.69319 -4.215 -6.881 -6.074 0.1553
C -0.27914 4.00967 0.85181 5.897 4.718 5.132 -0.0319
N -0.43935 2.83590 -0.13533 0.407 0.398 2.532 -0.0804
C -0.65847 1.48545 0.15918 0.375 1.237 1.023 0.0206
C -0.80352 0.88428 1.67650 -0.222 -1.002 2.652 -0.0585
C -1.68109 1.66156 2.87004 1.464 -2.213 0.935 -0.0061
C -1.79164 1.08220 4.42789 2.279 -2.052 -2.549 -0.0524
C -1.00685 -0.30013 4.84657 0.551 1.296 -4.987 -0.0130
C -0.16002 -1.08646 3.64361 -1.539 3.149 -0.844 0.0011
C -0.05793 -0.50924 2.11326 -2.030 1.551 2.227 0.0377
C -0.67250 0.79108 -1.32410 -1.399 0.942 -1.051 -0.1919
C -1.58674 -0.52865 -1.62743 -0.173 -1.113 0.962 -0.1306
C -1.00773 -1.94528 -1.05083 0.616 -4.294 1.856 -0.1244
C -2.10809 -2.97498 -0.32477 3.706 -1.689 -0.164 -0.0223
C -1.63014 -4.47142 0.24962 2.575 1.790 -1.351 -0.0710
C -0.05769 -4.99798 0.17076 -0.947 4.624 -2.153 -0.0655
C 1.01470 -3.98274 -0.54264 -3.918 0.653 0.535 -0.0140
C 0.53186 -2.49718 -1.13926 -1.595 -1.738 0.857 -0.1407
C 1.69869 -1.61006 -1.87185 -0.703 0.361 1.361 -0.1080
C -1.37927 2.02247 -2.20887 3.109 0.632 0.488 -0.2340
P -0.96625 1.97392 -4.09176 -4.355 -1.135 -5.426 0.7561
O -2.31394 1.94066 -4.97373 5.402 0.276 4.071 -0.3712
O -0.02593 0.52719 -4.49930 0.107 4.090 1.218 -0.2114
O -0.03816 3.34824 -4.64106 0.801 -3.031 2.271 -0.2140
C -0.34631 3.20475 -1.63128 -3.201 0.175 0.467 -0.1121
H 1.02134 5.68480 2.39272 -2.068 -1.936 -1.893 0.0990
H -2.23612 2.66785 2.55586 1.292 -2.475 0.955 0.0902
H -2.39811 1.63919 5.28788 1.409 -1.162 -2.414 0.0960
H -1.00481 -0.76336 5.92935 -0.116 1.207 -2.475 0.1007
H 0.42556 -2.09069 3.87302 -1.375 2.489 -0.522 0.1138
H 0.55357 -1.07931 1.29419 -1.119 1.110 1.914 0.0830
H 0.42998 0.86454 -1.70916 -1.941 -0.984 0.860 0.1353
H -1.86143 -0.64706 -2.78164 1.022 0.527 2.413 0.1414
H -2.63598 -0.34677 -1.08791 2.326 -0.373 -1.060 0.1376
H -3.25667 -2.68621 -0.23086 2.793 -0.630 -0.231 0.0883
H -2.39375 -5.24398 0.73852 1.642 2.156 -1.230 0.0818
H 0.30438 -6.05393 0.55508 -1.016 2.488 -0.833 0.0890
H 2.15595 -4.31405 -0.64674 -2.824 0.997 0.233 0.1063
H 1.32342 -1.22570 -2.91204 0.837 -0.955 1.863 0.0682
H 1.89700 -0.66507 -1.17049 -0.234 -2.049 -1.467 0.0718
H 2.70535 -2.20655 -1.89796 -2.102 1.141 -0.174 0.0935
H -2.53060 2.21309 -2.05598 2.482 -0.319 -0.316 0.1655
H 0.88968 0.88277 -4.69884 -1.217 -0.927 0.115 0.0776
H 0.94029 3.26419 -4.36540 -2.027 0.322 -0.649 0.0946
H 0.74826 3.20059 -2.09426 -2.455 0.060 1.405 0.1564
H -0.97554 4.19070 -1.67431 2.041 -1.466 -0.293 0.1517
F 5.15521 -2.16558 2.56428 -1.296 1.959 -0.280 -0.2685
Al 4.24999 -0.61609 2.41173 0.729 -0.030 0.455 0.1122
F 2.94428 -0.80190 1.18536 1.103 0.242 1.148 -0.2593
F 5.37767 0.68956 1.89494 -1.568 -1.597 0.538 -0.2716
F 3.52291 -0.18649 4.00245 0.689 -0.540 -2.049 -0.2716
```
Forces are in eV/Å.

E = -55452.270 eV
strongest force on any atom = 0.1964 Eh/bohr



# 2
The following is a quantum chemistry calculation of C20H21AsF3N7OS2Tc as an isolated structure in a non-equilibrium geometry, from the Open Molecules 2025 dataset.

```
56
Properties=species:S:1:pos:R:3:forces:R:3:lowdin_spin:R:1
Tc 0.32861 0.05138 0.12971 0.295 -0.089 -1.187 0.7753
C 3.68194 0.79681 4.08032 0.293 -0.103 -0.069 -0.0012
N 2.27109 1.15529 4.01985 -0.164 -0.019 -0.128 -0.0040
C 1.45823 1.38120 5.11005 -0.206 0.043 0.126 -0.0015
C 0.22008 1.62557 4.64871 0.052 -0.071 0.119 -0.0035
N 0.27647 1.54982 3.25713 0.234 -0.125 0.051 -0.0030
C 1.55332 1.25146 2.89345 -0.124 0.161 0.132 0.0022
S 2.20422 1.07610 1.32860 -0.347 -0.203 -0.325 -0.0333
C -0.86487 1.79749 2.45055 -0.206 0.066 -0.044 0.0054
C -1.74506 2.77981 2.87985 0.094 -0.048 0.001 -0.0018
C -2.95824 2.93183 2.23106 0.033 -0.055 -0.049 0.0083
C -3.26096 2.07848 1.18220 -0.029 0.068 0.093 -0.0025
C -2.30845 1.16569 0.78352 -0.082 0.051 0.021 0.0056
N -1.10559 1.03483 1.37518 -0.358 0.192 0.185 -0.0066
H 4.03265 0.93091 5.09859 -0.043 0.034 0.016 0.0000
H 4.26256 1.42878 3.41243 -0.048 0.055 0.031 -0.0005
H 3.81771 -0.24336 3.78724 -0.062 0.011 0.005 -0.0003
H 1.81576 1.33298 6.12386 0.065 -0.017 -0.037 0.0000
H -0.69804 1.79165 5.18201 -0.007 0.019 -0.036 -0.0003
H -1.47556 3.41502 3.71105 -0.003 -0.004 0.007 -0.0002
H -3.65399 3.69551 2.55187 -0.011 -0.018 0.005 0.0004
H -4.21324 2.12418 0.67401 0.013 -0.030 -0.021 -0.0003
H -2.50341 0.49900 -0.04350 0.056 0.048 -0.047 0.0004
F 0.62401 -3.28049 -5.23111 -0.046 0.099 -0.001 -0.0001
C 0.10842 -2.25997 -4.54338 -0.030 0.041 -0.102 -0.0008
F -1.07337 -2.64032 -4.05253 0.122 0.014 -0.016 0.0000
F -0.11164 -1.24590 -5.40603 -0.029 -0.120 0.070 -0.0006
C 1.06943 -1.80048 -3.47135 0.067 -0.034 0.052 -0.0038
C 2.43205 -1.88098 -3.71079 -0.138 0.020 0.151 0.0122
C 3.33419 -1.40102 -2.76511 0.025 -0.032 -0.089 -0.0026
C 2.84450 -0.84774 -1.60449 0.184 0.012 0.045 0.0054
N 1.53005 -0.77232 -1.36869 0.001 -0.115 -0.131 -0.0070
C 0.63807 -1.24158 -2.26721 0.221 0.001 -0.123 0.0071
S -0.97475 -1.00872 -1.67872 0.009 0.531 0.914 -0.0230
H 2.78617 -2.32831 -4.63057 0.003 0.015 -0.001 0.0006
H 4.39804 -1.46724 -2.93838 0.007 0.020 0.061 -0.0004
H 3.50436 -0.46421 -0.83649 -0.041 -0.004 0.029 0.0003
N -2.05655 -5.15151 3.02026 0.189 0.066 -0.039 0.0427
C -1.24114 -4.40422 2.69489 -0.460 -0.157 0.157 0.0038
N -0.31526 -3.54442 2.34674 0.374 0.230 -0.351 0.0749
C -0.08165 -2.53263 1.73272 -0.114 -0.282 0.385 0.0474
N 0.27366 -1.51846 1.19027 0.121 0.487 -0.338 0.0658
C -0.81891 4.42691 -1.63973 0.248 -0.137 -0.102 0.0005
As 0.57773 3.12182 -1.88902 0.242 0.545 -0.365 0.0034
C 0.74018 2.58886 -3.73330 -0.039 0.103 0.199 0.0030
C 2.23080 3.89579 -1.25968 -0.206 -0.085 -0.161 -0.0015
O 0.18369 1.78277 -0.97347 -0.081 -1.013 0.828 0.0340
H -0.58420 5.31428 -2.22735 -0.006 -0.019 -0.016 0.0000
H -0.85188 4.69519 -0.58519 0.011 -0.042 0.012 0.0000
H -1.77690 4.02049 -1.95535 0.025 -0.066 -0.022 0.0000
H 0.93632 3.46347 -4.35253 0.008 0.010 0.023 0.0004
H -0.18520 2.11285 -4.05318 -0.031 0.010 0.063 0.0000
H 1.56388 1.88268 -3.82692 0.018 0.008 0.056 0.0000
H 2.41964 4.80899 -1.82420 0.004 -0.010 -0.005 -0.0002
H 3.05408 3.20006 -1.40749 -0.037 -0.043 -0.038 -0.0001
H 2.13947 4.13158 -0.20180 -0.068 -0.017 0.006 -0.0002
```
Forces are in eV/Å.

energy relative to the best compared isomer or geometry (same formula, charge and spin) = 13.63 kcal per mole
⟨S²⟩ = 1.12
total charge = +2
multiplicity = 2
strongest force on any atom = 0.0255 Eh/bohr